# 1
Below is a single C12H9N3OS molecule, with properties calculated with ωB97M-V/def2-TZVPD.

Computed properties:
Energy, eV: -29940.430
SMILES: Cc1csc([C@H](C#N)C(=O)c2ccncc2)n1
ΔE to the lowest compared entry with this formula, charge and spin, kcal/mol: 36.7
LUMO level, eV: -0.12
E_HOMO, eV: -9.226
HOMO-LUMO gap, Ha: 0.3346

Last column: Mulliken charge in e.
Element x y z (Å)
H1 0.925 4.124 2.185  0.23
C1 -2.188 0.423 -0.511  -0.03
C2 0.421 -2.617 0.550  -0.28
O1 1.288 -0.564 -1.322  -0.50
C3 -1.784 -3.863 -0.291  -0.45
N1 -3.233 0.381 0.057  -0.51
H2 2.143 4.501 -0.712  0.34
C4 -1.402 -2.604 -0.776  -0.14
C5 -0.179 1.767 -0.787  -0.17
C6 0.022 -3.880 1.050  -0.37
H3 -1.935 -2.116 -1.574  0.36
H4 0.655 -4.519 1.702  0.33
H5 1.998 2.580 2.366  0.30
C7 -0.829 0.511 -1.089  1.07
N2 -1.051 -4.459 0.558  -0.59
C8 1.706 3.390 1.715  -1.15
C9 -0.259 -1.900 -0.280  0.56
H6 1.366 -2.220 0.922  0.36
H7 2.576 4.031 1.595  0.36
C10 1.386 3.653 -0.727  -0.36
N3 0.277 1.995 0.421  -0.46
C11 1.156 3.002 0.461  0.50
C12 0.202 -0.596 -0.822  -0.04
H8 -2.654 -4.284 -0.604  0.47
H9 -1.039 0.302 -2.111  0.35
S1 0.431 2.964 -1.976  -0.18


# 2
Below is a molecular structure, C4H52BO34, with properties calculated with ωB97M-V/def2-TZVPD.

Computed properties:
Energy, eV: -75292.142
Net charge: -1
ΔE to the lowest compared entry with this formula, charge and spin, kcal/mol: 4.2
LUMO level, eV: 0.99
E_HOMO, eV: -7.692
HOMO-LUMO gap, Ha: 0.3191

Last column: Mulliken charge in e.
Element x y z (Å)
H1 -3.546 1.763 -4.738  0.35
O1 0.469 -4.718 3.815  -0.70
O2 -1.819 2.022 -2.204  -0.09
H2 2.490 -3.712 3.154  0.34
H3 0.528 2.923 -5.501  0.22
H4 -1.026 -3.791 -1.094  -0.01
O3 1.925 1.008 3.310  -0.71
O4 -0.509 0.159 1.586  0.46
H5 -2.715 -2.043 -1.533  0.28
H6 2.301 3.103 -3.241  0.27
H7 -0.051 0.114 5.709  0.33
O5 2.826 -2.909 2.721  -0.67
H8 -2.295 1.512 2.990  0.40
H9 -0.817 -2.151 4.681  0.38
O6 -3.291 -1.315 -1.577  -0.72
H10 -3.710 0.398 -1.048  0.34
H11 1.907 -5.445 0.747  0.39
H12 -1.021 -1.762 -3.047  0.18
O7 3.154 2.038 1.041  -0.70
H13 -2.098 -3.893 -2.189  0.28
O8 -0.698 -0.918 -3.153  -0.61
H14 3.606 3.877 -3.040  0.28
O9 -2.926 3.361 0.530  -0.72
H15 4.550 1.241 -1.294  0.30
O10 1.296 -5.891 1.314  -0.78
H16 2.381 5.170 -1.138  0.33
H17 2.444 1.736 1.665  0.23
H18 1.056 -0.764 5.472  0.34
H19 -1.778 -0.676 4.076  0.32
H20 1.339 -3.412 -2.221  0.43
H21 1.169 1.416 3.758  0.23
H22 3.280 1.311 -0.540  0.25
O11 3.655 0.949 -1.365  -0.69
O12 -2.917 1.073 -4.395  -0.67
H23 1.120 3.245 1.237  0.07
H24 2.769 -3.446 -0.509  0.25
H25 -2.511 3.053 1.319  0.49
H26 -0.351 5.053 -2.431  0.34
B1 -0.381 0.148 0.100  0.10
O13 1.686 -2.542 -1.969  -0.74
O14 -1.356 -3.355 -1.858  -0.58
H27 -2.299 1.591 -3.934  0.14
C1 0.248 1.834 -1.145  0.61
H28 1.840 3.784 -1.083  0.24
O15 0.376 3.249 1.855  -0.71
O16 0.272 -3.076 0.780  -0.23
O17 2.201 4.435 -0.509  -0.70
H29 -1.511 -0.432 -3.196  -0.02
O18 -2.018 2.437 2.897  -0.84
H30 -3.538 -1.286 -2.497  0.26
H31 -2.381 0.032 5.314  0.31
H32 0.971 -0.174 -3.699  0.39
H33 3.850 1.494 1.358  0.36
H34 -1.116 -2.351 6.134  0.37
H35 4.018 -4.213 -0.540  0.28
H36 -0.013 4.340 -3.676  0.36
O19 -3.753 3.987 -2.872  -0.72
H37 2.555 -2.770 1.807  0.25
H38 2.118 0.226 3.807  0.24
H39 2.157 0.318 -2.867  0.09
O20 -4.328 1.074 -0.708  -0.78
H40 0.082 -5.555 -0.173  0.45
H41 -0.270 -4.466 3.297  0.24
H42 -3.152 3.285 -2.604  0.31
O21 -0.115 5.227 -3.360  -0.68
O22 1.817 0.230 -3.736  -0.74
H43 0.279 -4.328 4.681  0.34
O23 0.703 0.948 -0.429  0.98
H44 -3.779 1.781 -0.369  0.30
O24 0.951 2.614 -1.796  -0.45
H45 -1.284 -5.680 -0.891  0.32
O25 -1.546 0.716 -0.570  0.35
H46 -1.063 2.445 2.590  0.27
H47 -4.522 3.961 -2.260  0.33
H48 -2.202 3.822 0.095  0.27
O26 0.383 -0.602 6.146  -0.66
O27 0.319 2.645 -4.603  -0.47
C2 -1.140 1.640 -1.259  -0.23
C3 -0.339 -1.045 1.938  0.20
O28 3.089 -4.337 -0.405  -0.63
H49 0.623 3.694 2.680  0.25
C4 -0.189 -1.921 0.792  -0.15
O29 -0.200 -1.299 -0.270  1.43
O30 3.030 3.449 -3.694  -0.72
H50 1.017 -2.236 -1.394  0.26
O31 -0.197 -1.388 3.113  -0.93
O32 -0.346 -5.832 -1.002  -0.69
O33 -2.527 -0.156 4.373  -0.62
H51 1.196 -5.264 2.004  0.33
H52 0.890 1.894 -4.538  0.25
O34 -1.291 -2.669 5.277  -0.58


> Look up the ΔE to the lowest compared entry with this formula, charge and spin of the first one.

36.7 kcal/mol


> ΔE to the lowest compared entry with this formula, charge and spin of number 2 (C4H52BO34)?

4.2 kcal/mol